Here is a molecular structure, C17H29CeFNO2P2 at a distorted geometry from the Open Molecules 2025 dataset. Energies are from ωB97M-V/def2-TZVPD.

Values from the calculation:
Calculated total energy   -57896.255 eV
HOMO-LUMO gap (spin up / spin down)   5.105 / 5.107 eV
HOMO level (spin up / spin down)   -0.3522 / -0.3522 Eh
Charge   +1

Each line ends with the Mulliken charge.
Element x y z (Å)
C 2.14 -0.53 -3.55  -1.233
C 1.49 0.09 -2.47  0.958
N 1.60 -0.49 -1.21  0.028
C 2.55 -1.43 -0.99  0.717
C 3.39 -1.85 -2.01  -0.896
C 3.15 -1.44 -3.31  -0.463
C 0.83 1.31 -2.67  -1.113
P -0.21 2.20 -1.50  0.861
Ce 0.13 0.37 0.62  0.291
P 1.38 -2.02 1.61  0.884
C 2.82 -1.93 0.43  -1.151
O -2.23 -1.00 -3.89  -0.595
O -3.78 -0.07 -1.36  -0.552
H 1.87 -0.21 -4.55  0.442
H 4.19 -2.53 -1.74  0.460
H 3.81 -1.77 -4.12  0.399
C 0.94 3.63 -1.76  -1.360
C -1.80 2.92 -2.11  -1.017
H 3.26 -2.93 0.37  0.480
H 3.57 -1.26 0.91  0.393
H -1.78 -0.27 -4.37  0.310
H 0.90 1.69 -3.70  0.292
C 2.24 -1.99 3.23  -1.262
C 0.95 -3.78 1.46  -1.397
H -1.45 -0.96 0.49  -0.255
H -4.34 -0.81 -1.16  0.276
H -2.96 -0.36 -1.70  0.245
H -1.89 -1.84 -4.21  0.304
H 1.48 1.34 1.23  -0.003
H -1.07 -1.65 0.24  0.412
H 0.65 4.05 -2.74  0.371
H 0.89 4.36 -0.94  0.411
H 1.95 3.18 -1.85  0.396
H -1.67 3.36 -3.11  0.389
H -2.58 2.14 -2.13  0.264
H -2.11 3.72 -1.41  0.368
H 1.71 -4.43 1.92  0.442
H -0.01 -3.95 1.96  0.408
H 0.83 -4.06 0.40  0.367
H 2.72 -2.96 3.45  0.397
H 2.99 -1.19 3.26  0.391
H 1.48 -1.78 3.99  0.390
F -4.03 2.02 5.45  -0.298
C -3.21 1.67 4.40  0.160
C -3.12 0.32 4.06  -0.514
C -2.28 -0.05 2.99  -0.398
C -1.59 0.95 2.33  0.659
C -1.67 2.31 2.64  -0.619
C -2.51 2.66 3.73  -0.530
H -3.67 -0.42 4.62  0.434
H -2.19 -1.11 2.68  0.317
H -1.12 3.07 2.08  0.328
H -2.62 3.70 4.03  0.413



Here is a molecular structure, C17H29CuN3NbOSe at a distorted geometry from the Open Molecules 2025 dataset. Energies are from ωB97M-V/def2-TZVPD.

Values from the calculation:
Calculated total energy   -136136.120 eV
HOMO-LUMO gap (spin up / spin down)   5.280 / 5.281 eV
HOMO level (spin up / spin down)   -0.5410 / -0.5410 Eh
Charge   +2

Each line ends with the Mulliken charge.
Element x y z (Å)
N 1.76 -0.61 -1.83  -0.579
C 2.67 -0.75 -2.71  1.044
O 2.84 -0.82 -3.90  -0.375
Cu 3.75 -0.45 -1.29  -0.060
Nb 0.69 -0.45 -0.22  0.303
N -1.32 -0.09 -0.42  0.093
N 1.35 1.24 0.58  1.330
C -1.97 1.03 -1.16  1.465
C 2.23 2.35 0.20  0.462
C -3.48 0.77 -1.30  -1.836
C -1.82 2.32 -0.35  -1.353
C -1.34 1.15 -2.55  -1.483
C 3.67 1.90 0.48  -0.236
C 1.96 3.63 0.99  -1.554
C 2.03 2.63 -1.29  -1.206
H -3.70 -0.20 -1.75  0.432
H -3.91 1.54 -1.96  0.439
H -4.00 0.84 -0.34  0.409
H -2.45 2.29 0.55  0.366
H -2.13 3.17 -0.96  0.456
H -0.78 2.49 -0.02  0.141
H -0.26 1.36 -2.53  0.218
H -1.82 1.98 -3.09  0.465
H -1.49 0.22 -3.11  0.338
H 3.79 1.77 1.57  0.366
H 4.35 2.65 0.07  0.593
H 3.91 0.91 0.02  -0.622
H 2.19 3.52 2.06  0.395
H 0.94 4.00 0.86  0.325
H 2.63 4.40 0.61  0.476
H 2.77 3.39 -1.58  0.532
H 1.03 3.04 -1.49  0.268
H 2.20 1.75 -1.92  0.189
C -2.18 -0.90 0.44  -0.891
H -1.62 -1.55 1.13  0.186
H -2.81 -0.27 1.10  0.355
H -2.82 -1.56 -0.17  0.363
C 1.12 1.07 2.03  -0.892
H 0.84 0.03 2.27  0.218
H 2.04 1.30 2.59  0.424
H 0.33 1.75 2.39  0.338
Se 1.62 -2.43 0.96  -0.136
C 0.15 -3.69 1.15  0.168
C -0.56 -4.14 0.03  -0.142
C -1.71 -4.91 0.22  -0.575
C -2.12 -5.23 1.52  -0.422
C -1.39 -4.81 2.64  -0.533
C -0.23 -4.05 2.46  -0.326
H -0.25 -3.84 -0.97  0.464
H -2.29 -5.22 -0.64  0.419
H -3.04 -5.81 1.68  0.406
H -1.72 -5.06 3.65  0.393
H 0.34 -3.66 3.30  0.383



Here is a molecular structure, C17H29InN2O3 at a distorted geometry from the Open Molecules 2025 dataset. Energies are from ωB97M-V/def2-TZVPD.

Values from the calculation:
Calculated total energy   -32386.613 eV
HOMO-LUMO gap   2.816 eV
HOMO level   -0.2614 Eh

Each line ends with the Mulliken charge.
Element x y z (Å)
C -0.67 -0.20 3.89  -1.625
C 0.10 -1.49 4.02  1.133
C -0.20 -2.33 5.08  -0.327
C 0.41 -3.54 5.28  -0.744
C 1.35 -3.94 4.36  -0.410
C 1.69 -3.14 3.30  -1.111
C 1.08 -1.89 3.11  1.119
C 1.54 -1.11 1.92  -1.323
In 2.21 1.03 2.42  1.076
O 3.06 1.09 4.34  -0.465
N 4.05 0.20 4.47  0.245
O 4.39 0.08 5.61  -0.451
H -0.46 0.53 4.68  0.320
H -0.53 0.20 2.89  0.091
H -1.74 -0.46 3.96  0.465
H -0.95 -1.99 5.80  0.376
H 0.16 -4.17 6.12  0.385
H 1.86 -4.90 4.44  0.359
H 2.44 -3.48 2.60  0.309
H 2.41 -1.60 1.46  0.434
H 0.76 -1.08 1.14  0.231
H 3.22 1.71 1.13  -0.365
H 0.75 2.06 2.50  -0.377
C -3.03 0.85 -3.28  -1.705
C -2.01 1.31 -2.22  1.572
C -1.46 2.69 -2.61  -1.287
C -0.53 2.63 -3.82  -0.481
C 0.60 1.62 -3.61  -1.293
C 0.14 0.23 -3.14  1.609
N -0.90 0.31 -2.06  0.582
O -0.34 0.50 -0.98  -0.289
C -0.40 -0.60 -4.33  -1.692
C 1.38 -0.55 -2.68  -1.819
C -2.85 1.44 -0.94  -1.841
H -3.95 1.43 -3.19  0.465
H -2.70 0.99 -4.30  0.315
H -3.30 -0.20 -3.15  0.378
H -0.90 3.12 -1.76  0.402
H -2.28 3.37 -2.81  0.393
H -1.09 2.38 -4.73  0.335
H -0.10 3.62 -3.99  0.393
H 1.17 1.51 -4.53  0.380
H 1.29 2.04 -2.87  0.437
H -0.83 -1.54 -3.99  0.393
H 0.41 -0.84 -5.02  0.474
H -1.14 -0.07 -4.92  0.307
H 1.95 -0.02 -1.92  0.398
H 2.05 -0.71 -3.53  0.455
H 1.11 -1.53 -2.29  0.465
H -3.27 0.47 -0.65  0.457
H -3.67 2.13 -1.10  0.447
H -2.27 1.82 -0.10  0.406



Here is 4 unconnected molecules or ions with the total composition C17H29N2O10 from the Open Molecules 2025 dataset. Energies are from ωB97M-V/def2-TZVPD.

Values from the calculation:
Calculated total energy   -41552.767 eV
HOMO-LUMO gap   4.125 eV
HOMO level   -0.0575 Eh
Charge   -1

Each line ends with the Mulliken charge.
Element x y z (Å)
C -2.41 1.01 -0.12  -1.056
C -1.18 1.02 0.79  0.516
C -0.87 -0.36 1.36  -0.709
N -0.16 -1.22 0.40  0.316
C 1.00 -1.97 1.01  -0.448
C 1.12 -3.33 0.31  -1.242
C 1.31 -3.26 -1.18  0.048
N 2.43 -3.13 -1.79  -0.813
C 2.27 -1.15 0.80  0.538
C 2.55 -0.08 1.88  -0.857
O 2.63 1.28 1.39  -0.554
H -2.32 0.22 -0.86  -0.161
H -3.32 0.82 0.47  0.312
H -2.56 1.96 -0.65  0.501
H -1.35 1.73 1.61  0.185
H -0.29 1.33 0.22  -0.175
H -1.81 -0.82 1.72  0.145
H -0.22 -0.25 2.23  0.335
H -0.81 -1.92 0.07  0.073
H 1.99 -3.86 0.74  0.491
H 0.22 -3.92 0.52  0.351
H 0.42 -3.27 -1.82  0.424
H 3.19 -3.14 -1.11  0.289
H 3.12 -1.85 0.81  0.516
H 2.29 -0.63 -0.19  -0.886
H 1.77 -0.08 2.63  0.317
H 3.50 -0.31 2.38  0.320
H 3.29 1.27 0.68  0.338
C -4.00 -0.59 -3.75  -0.481
C -2.79 0.15 -3.21  -0.039
O -2.07 -0.87 -2.55  -0.279
C -2.39 -2.06 -3.09  0.527
O -1.74 -3.03 -2.89  -0.537
O -3.49 -1.94 -3.88  -0.400
H -4.36 -0.24 -4.71  0.340
H -4.83 -0.60 -3.03  0.261
H -2.15 0.54 -4.00  0.252
H -3.04 0.94 -2.51  0.234
C 0.44 3.07 5.37  -0.382
C 0.99 2.63 4.02  -0.290
O 0.18 1.50 3.73  -0.102
C -0.98 1.60 4.40  0.508
O -1.93 0.90 4.22  -0.479
O -0.92 2.62 5.30  -0.384
H 0.46 4.15 5.53  0.307
H 0.93 2.57 6.20  0.272
H 0.85 3.38 3.24  0.219
H 2.04 2.33 4.04  0.266
C 2.08 0.05 -2.74  0.014
C 1.31 0.75 -1.64  0.690
O 0.57 1.75 -2.38  -0.417
C 0.43 1.32 -3.64  0.557
O -0.32 1.79 -4.45  -0.663
O 1.21 0.25 -3.87  -0.384
H 2.22 -1.02 -2.57  0.150
H 3.04 0.52 -2.96  0.188
H 0.61 0.08 -1.13  -0.249
H 1.94 1.24 -0.90  0.188



Here is C17H29N5O7 in the gas phase from the Open Molecules 2025 dataset. Energies are from ωB97M-V/def2-TZVPD.

Values from the calculation:
Calculated total energy   -39882.399 eV
HOMO-LUMO gap   8.682 eV
SMILES string   COCCOCC(=O)NC[C@@]1(OC)CCN(C(=O)CCCn2c(O)nnc2O)C1
HOMO level   -0.3039 Eh

Each line ends with the Mulliken charge.
Element x y z (Å)
C -1.14 3.91 -4.50  -0.842
O -0.64 3.42 -3.26  -0.422
C -1.50 3.76 -2.18  -0.873
C -1.12 2.95 -0.97  -0.022
O 0.22 3.30 -0.63  -0.319
C 0.92 2.65 0.38  -0.780
C 0.26 1.52 1.18  0.811
O -0.69 0.87 0.81  -0.650
N 0.91 1.28 2.35  0.063
C 0.61 0.14 3.19  -2.008
C 1.69 -0.94 3.09  2.031
O 2.98 -0.39 3.25  -0.538
C 3.27 0.11 4.54  -0.793
C 1.38 -2.10 4.05  -1.130
C 0.35 -2.94 3.30  -0.869
N 0.68 -2.69 1.90  0.177
C 0.03 -3.39 0.93  0.338
O -0.81 -4.23 1.22  -0.696
C 0.37 -3.08 -0.51  -0.829
C -0.67 -2.14 -1.11  0.403
C -0.49 -1.98 -2.61  -1.175
N -1.44 -1.04 -3.17  0.354
C -1.27 0.29 -3.41  0.202
O -0.07 0.84 -3.25  -0.535
N -2.38 0.87 -3.76  0.042
N -3.36 -0.13 -3.77  -0.955
C -2.77 -1.22 -3.41  0.488
O -3.31 -2.44 -3.27  -0.484
C 1.65 -1.63 1.72  -1.093
H -0.42 3.65 -5.27  0.291
H -2.10 3.46 -4.73  0.347
H -1.24 5.00 -4.46  0.289
H -1.41 4.83 -1.97  0.441
H -2.53 3.52 -2.44  0.449
H -1.81 3.19 -0.15  0.454
H -1.21 1.89 -1.18  0.009
H 1.82 2.20 -0.06  0.305
H 1.26 3.41 1.10  0.299
H 1.75 1.80 2.55  0.288
H 0.50 0.47 4.22  0.399
H -0.35 -0.26 2.86  0.597
H 4.30 0.46 4.51  0.326
H 2.63 0.96 4.81  0.280
H 3.18 -0.66 5.31  0.290
H 2.30 -2.67 4.21  0.471
H 1.01 -1.77 5.02  0.431
H 0.41 -4.00 3.52  0.407
H -0.68 -2.63 3.51  0.351
H 1.38 -2.66 -0.62  0.268
H 0.35 -4.04 -1.04  0.582
H -1.67 -2.54 -0.91  0.345
H -0.61 -1.16 -0.63  -0.064
H 0.51 -1.60 -2.85  0.398
H -0.61 -2.94 -3.12  0.313
H -0.20 1.83 -3.26  0.656
H -4.25 -2.36 -3.49  0.372
H 1.36 -0.93 0.93  0.329
H 2.65 -2.02 1.50  0.183



Here is a molecular structure, C17H29N6O2S2Ti at a distorted geometry from the Open Molecules 2025 dataset. Energies are from ωB97M-V/def2-TZVPD.

Values from the calculation:
Calculated total energy   -75917.381 eV
HOMO-LUMO gap (spin up / spin down)   6.447 / 7.414 eV
2S+1   3
HOMO level (spin up / spin down)   -0.3091 / -0.3744 Eh
Charge   +1

Each line ends with the Mulliken charge.
Element x y z (Å)
Ti 4.50 11.21 10.38  0.573
N 8.07 9.77 7.97  -0.476
C 7.09 10.10 8.82  0.553
S 5.38 10.15 8.30  -0.482
N 7.42 10.39 10.04  -1.495
N 6.36 10.63 10.85  1.228
C 6.71 10.58 12.12  -1.036
C 5.68 10.83 13.08  0.837
C 5.86 10.91 14.44  -0.953
C 4.74 11.12 15.25  -0.307
C 3.50 11.36 14.68  -0.989
C 3.39 11.30 13.31  -0.292
N 4.45 11.09 12.51  0.399
H 7.88 9.33 7.08  0.243
H 8.88 9.34 8.42  0.260
H 7.70 10.37 12.39  0.483
H 6.83 10.85 14.89  0.496
H 4.85 11.12 16.31  0.467
H 2.64 11.42 15.35  0.410
H 2.45 11.54 12.82  0.448
C 1.56 13.91 9.75  -1.067
N 2.60 14.60 10.56  0.146
C 2.23 15.93 11.03  -0.735
C 3.31 16.52 11.89  -0.689
C 4.71 16.37 11.19  -0.814
N 4.91 15.04 10.53  0.080
C 6.27 14.64 10.35  -1.207
C 3.88 14.23 10.42  0.637
O 4.03 13.04 10.13  -0.764
H 0.84 14.65 9.49  0.481
H 1.07 13.12 10.34  0.223
H 1.98 13.43 8.88  0.381
H 1.32 15.87 11.55  0.492
H 2.05 16.52 10.11  0.391
H 3.37 16.06 12.89  0.343
H 3.00 17.57 11.98  0.345
H 5.44 16.49 11.95  0.390
H 4.88 17.11 10.46  0.442
H 6.73 15.48 9.84  0.401
H 6.32 13.85 9.64  0.398
H 6.77 14.38 11.26  0.354
C 0.63 7.63 8.25  -1.087
C 1.07 8.41 9.45  -0.430
S 2.70 9.05 9.10  0.255
O 2.78 10.08 10.22  -0.375
C 3.69 7.68 9.67  -0.562
C 3.84 7.71 11.18  -0.833
H -0.26 7.05 8.46  0.379
H 1.44 6.95 8.05  0.300
H 0.40 8.26 7.39  0.306
H 1.15 7.76 10.33  0.211
H 0.46 9.26 9.73  0.445
H 4.68 7.71 9.20  0.385
H 3.24 6.73 9.32  0.486
H 4.29 8.69 11.43  0.285
H 4.63 6.88 11.44  0.334
H 2.90 7.62 11.71  0.308



- The lowest calculated total energy belongs to which entry?
  C17H29CuN3NbOSe